Record 1
{"formula": "C10H16O2S", "method": "ωB97M-V with the def2-TZVPD basis set", "symbols": ["S", "O", "O", "C", "C", "C", "C", "C", "C", "C", "C", "C", "C", "H", "H", "H", "H", "H", "H", "H", "H", "H", "H", "H", "H", "H", "H", "H", "H"], "xyz": [[-1.518625, 1.021076, 0.038783], [4.796487, 0.616385, -0.175231], [-1.800726, 2.370891, -0.472749], [-4.015909, 0.039013, -0.458727], [3.182264, -0.809367, -1.182905], [-1.956050, 1.096876, 1.696778], [1.782185, 0.848409, 0.758654], [2.995865, 0.094152, 1.273951], [-1.881069, -1.524392, -0.300821], [1.183161, 0.254567, -0.383805], [1.741048, -0.314251, -1.394886], [3.851437, -0.061637, -0.038478], [-2.506168, -0.312115, -0.786415], [1.417943, -0.565308, -2.402887], [-2.190584, -1.823797, 0.813429], [-0.799473, -1.390198, -0.347825], [-4.634453, -0.803274, -0.917639], [-2.402005, -0.084669, -1.822907], [-2.051383, -2.577431, -0.843223], [-1.759160, 2.183247, 1.866578], [-2.231163, 0.466483, 2.526833], [3.451143, -1.824490, -0.848459], [3.747518, 0.618937, 1.987436], [2.189580, 1.783106, 0.561353], [-4.208219, 1.134335, -0.926833], [3.717277, -0.557400, -2.139164], [-4.080404, -0.003372, 0.725853], [1.184964, 1.013433, 1.628317], [2.794532, -0.889222, 1.564983]], "forces_ev_per_a": [[0.4, -0.1, 1.2], [3.2, 1.4, -0.5], [-0.1, 0.1, -0.8], [0.7, 0.0, 0.6], [1.6, 0.8, -0.4], [0.4, 1.6, -0.9], [0.6, -0.5, 2.8], [3.4, 0.2, -1.4], [0.0, -5.0, 1.8], [-1.8, 0.9, -0.9], [1.4, -2.3, -0.5], [-3.3, 0.3, 0.8], [-2.5, 2.5, 0.9], [-0.8, 0.2, 0.4], [0.7, 1.0, -2.2], [0.1, -0.2, 0.3], [0.4, 1.5, 0.6], [0.7, -0.1, -0.9], [-0.1, 2.6, 0.6], [-0.3, -1.0, 0.4], [0.3, -0.5, -0.4], [-1.1, -0.4, -0.8], [-1.9, -0.7, -0.9], [0.3, 2.1, -0.9], [0.1, -2.7, 1.3], [-0.1, -0.5, 1.0], [-0.4, 0.3, -2.6], [-1.2, 0.0, 0.4], [-0.7, -1.5, 1.1]], "mulliken_charge": [0.891, -0.528, -0.749, -0.994, -0.487, -0.939, -0.664, -0.807, -1.007, 0.005, -0.294, 0.371, 0.057, 0.418, 0.224, 0.232, 0.363, 0.436, 0.320, 0.312, 0.386, 0.280, 0.309, 0.378, 0.295, 0.299, 0.245, 0.268, 0.378], "homo_ev": [-7.92, -8.12], "e_above_lowest_kj_mol": 572.0}

***

Record 2
{"formula": "C10H16O8Rb", "method": "ωB97M-V with the def2-TZVPD basis set", "symbols": ["Rb", "O", "O", "O", "O", "O", "O", "O", "O", "C", "C", "C", "C", "C", "C", "C", "C", "C", "C", "H", "H", "H", "H", "H", "H", "H", "H", "H", "H", "H", "H", "H", "H", "H", "H"], "xyz": [[12.847728, -13.047633, 0.658276], [21.085920, -16.745762, 0.129623], [14.873417, -12.990101, 5.148461], [14.982899, -12.796868, 7.449186], [13.359884, -10.134633, -5.154255], [16.724543, -13.551048, 6.297795], [21.358985, -14.572342, 0.921638], [19.763280, -15.018708, -0.465222], [14.214422, -9.894665, -1.818639], [18.235579, -13.292876, 0.348512], [20.766538, -13.330941, 0.616695], [16.020510, -12.902583, 8.298372], [14.560252, -9.854116, -4.436607], [17.157320, -13.661419, 7.672912], [15.468423, -13.069594, 6.214587], [20.729144, -15.559306, 0.293976], [18.550113, -13.120466, 7.984263], [19.618040, -13.653536, -0.325538], [14.895053, -10.429205, -2.975606], [17.375415, -13.702378, -0.181134], [15.966346, -10.279319, -2.841591], [18.147194, -13.720143, 1.347371], [15.783000, -13.650613, 9.054769], [21.492500, -12.705011, 0.097762], [19.354072, -13.715619, 7.551191], [16.911182, -14.661702, 8.029215], [19.686411, -13.273327, -1.344790], [20.460645, -12.817340, 1.528154], [18.636776, -12.109987, 7.584862], [16.468254, -12.030674, 8.775247], [14.742584, -8.801828, -4.654679], [15.302320, -10.287820, -5.106916], [18.088694, -12.222871, 0.495491], [14.643221, -11.489681, -2.967419], [18.802168, -13.159859, 9.043982]], "forces_ev_per_a": [[0.2, 0.6, -0.4], [-1.1, 3.9, 1.7], [1.1, 0.1, 2.8], [-1.1, 0.8, -2.2], [1.0, -0.1, 1.8], [0.9, 0.0, -0.4], [0.7, -0.7, 1.2], [-0.9, -2.5, -0.2], [0.7, -0.7, -1.4], [0.5, -0.4, -0.3], [0.4, 1.5, -0.5], [2.3, -1.1, 4.3], [-2.2, -0.6, -2.2], [-0.8, 0.0, -0.7], [-1.0, -0.6, -3.1], [1.2, -3.1, -2.9], [0.0, -0.6, -0.7], [-2.0, 1.1, 1.2], [-2.0, 1.3, 1.6], [0.2, 0.2, -0.4], [0.6, -0.1, -0.2], [0.5, -0.2, 0.1], [-0.8, 1.0, 0.9], [0.3, -0.1, 0.2], [-0.2, -0.1, -0.4], [1.3, -0.6, -0.7], [0.1, 0.5, 0.3], [-0.1, -0.2, 0.0], [0.0, 0.1, 0.2], [-1.0, 0.8, -0.2], [0.3, 0.9, 1.3], [1.2, -0.8, 0.2], [0.2, 0.1, -0.4], [0.3, -0.5, -0.7], [-0.6, 0.3, 0.2]], "mulliken_charge": [0.472, -0.595, -0.561, -0.282, -0.834, -0.317, -0.332, -0.353, -0.806, -1.382, -0.396, -0.504, -0.522, 0.431, 0.634, 0.713, -1.386, 0.423, -0.129, 0.334, 0.149, 0.354, 0.316, 0.262, 0.363, 0.269, 0.290, 0.291, 0.341, 0.331, 0.320, 0.204, 0.389, 0.138, 0.375], "homo_ev": -1.00, "e_above_lowest_kj_mol": 561.9, "charge": -1}

***

Record 3
{"formula": "C10H16OS", "method": "ωB97M-V with the def2-TZVPD basis set", "symbols": ["S", "O", "C", "C", "C", "C", "C", "C", "C", "C", "C", "C", "H", "H", "H", "H", "H", "H", "H", "H", "H", "H", "H", "H", "H", "H", "H", "H"], "xyz": [[0.176557, 0.902072, 2.416344], [0.874380, -0.789199, -0.934474], [2.974874, 1.004404, 2.191602], [-0.157829, -1.444124, -1.557623], [-1.025235, -2.378315, -3.603380], [-1.332834, 2.309796, 0.635042], [-0.009784, -1.715818, -2.918104], [1.804598, 1.226637, 3.143611], [-1.318163, -1.834818, -0.887987], [-2.189081, -2.772589, -2.941199], [-2.330426, -2.497986, -1.581994], [0.047024, 2.308613, 1.283205], [-1.431080, -1.619264, 0.182707], [3.927757, 1.177041, 2.719643], [1.806342, 2.259100, 3.542955], [0.835284, 2.244361, 0.508632], [0.635282, -0.664801, 0.016054], [-2.120464, 2.395166, 1.402492], [-1.493518, 1.377336, 0.068208], [0.911219, -1.399591, -3.425399], [-2.986815, -3.294642, -3.485871], [-0.902842, -2.589267, -4.673943], [-3.240290, -2.802073, -1.047877], [2.919442, 1.692884, 1.331645], [-1.423169, 3.162942, -0.058201], [2.964693, -0.031859, 1.813875], [1.870619, 0.532961, 4.003793], [0.213460, 3.241033, 1.856244]], "forces_ev_per_a": [[0.1, 0.0, -0.1], [-0.6, 0.0, 0.9], [0.1, -0.1, -0.1], [0.1, 0.0, -0.1], [0.1, 0.0, -0.1], [-0.2, 0.0, -0.1], [0.1, 0.0, -0.2], [0.1, 0.0, 0.4], [-0.1, 0.0, 0.2], [-0.2, -0.1, -0.1], [-0.1, 0.0, 0.0], [0.3, 0.4, -0.2], [0.1, -0.1, -0.4], [-0.3, 0.0, -0.2], [0.0, -0.5, -0.1], [-0.4, 0.0, 0.4], [0.3, 0.0, -0.8], [0.3, 0.0, -0.3], [0.0, 0.4, 0.2], [-0.5, -0.2, 0.3], [0.4, 0.3, 0.3], [-0.1, 0.1, 0.5], [0.4, 0.1, -0.3], [0.1, -0.3, 0.3], [0.0, -0.4, 0.2], [0.1, 0.4, 0.1], [0.0, 0.4, -0.4], [-0.1, -0.4, -0.2]], "mulliken_charge": [-0.138, -0.505, -1.018, 0.618, -0.306, -1.165, -0.484, -0.372, -0.264, -0.522, -0.461, -0.323, 0.372, 0.368, 0.286, 0.259, 0.144, 0.324, 0.264, 0.360, 0.335, 0.331, 0.330, 0.272, 0.356, 0.233, 0.321, 0.386], "homo_ev": -8.50, "e_above_lowest_kj_mol": 0.0, "smiles": "Oc1ccccc1.CCSCC"}

***

Record 4
{"formula": "C10H16S", "method": "ωB97M-V with the def2-TZVPD basis set", "symbols": ["S", "C", "C", "C", "C", "C", "C", "C", "C", "C", "C", "H", "H", "H", "H", "H", "H", "H", "H", "H", "H", "H", "H", "H", "H", "H", "H"], "xyz": [[3.323157, -1.858039, -0.589685], [2.045713, 0.695017, -0.037234], [0.961628, -0.376931, 0.182155], [-1.144606, -1.378635, -0.785229], [1.826092, 1.837285, -0.957685], [-0.525618, -0.110067, -0.381040], [-3.590271, -1.292923, -0.263955], [-1.535406, -0.033800, 0.754736], [-2.252861, -1.323516, 0.249121], [2.131774, -0.638489, -0.639611], [3.117926, 1.065168, 1.015560], [3.251024, 2.120735, 1.022682], [2.928755, 0.644980, 1.985082], [2.813205, 2.224082, -1.079742], [-2.143057, -2.231210, 0.888701], [-1.206561, 0.018697, 1.837324], [-0.675255, -2.111269, -1.414503], [1.327601, 2.732103, -0.535252], [0.644233, -0.986599, 1.046824], [-4.278768, -1.074377, 0.584584], [-3.799914, -0.400844, -1.170226], [-3.976225, -2.166713, -0.809022], [4.109017, 0.653376, 0.783497], [1.420176, 1.430035, -1.945400], [2.528914, -2.704731, 0.022866], [-2.258382, 0.820122, 0.578964], [-0.565186, 0.741447, -1.039867]], "forces_ev_per_a": [[0.3, 0.4, -0.2], [1.1, -0.4, 1.7], [-2.5, 0.4, -0.6], [-0.1, 0.2, -0.6], [-0.9, 0.1, -1.3], [2.4, -0.3, 0.9], [-4.1, 3.0, -2.6], [-2.3, 1.6, 1.0], [3.6, -2.0, 0.0], [-0.4, -0.2, -0.4], [0.0, -1.3, -0.5], [-0.1, 0.9, 0.5], [-0.4, 0.1, 0.6], [0.9, 0.2, -0.9], [-0.2, 0.6, 0.2], [-0.1, -0.2, -1.3], [-0.3, -0.5, -0.1], [-0.5, -0.8, -0.2], [1.5, 0.4, 0.3], [0.0, -0.1, -0.8], [0.8, -2.1, 2.8], [0.5, -0.1, 0.5], [-0.2, 0.0, -0.5], [0.4, 1.2, 1.3], [-0.3, -0.9, 0.3], [0.8, -0.6, 0.5], [0.1, 0.3, -0.5]], "mulliken_spin": [0.127, -0.029, -0.080, 0.789, 0.064, 0.079, 0.018, 0.028, 0.052, 0.842, 0.025, 0.005, 0.002, -0.008, 0.050, 0.003, -0.014, 0.000, 0.048, 0.001, 0.000, -0.004, -0.008, -0.009, 0.012, -0.009, 0.017], "multiplicity": 3, "s2": 2.01, "homo_ev": [-6.86, -9.78], "e_above_lowest_kj_mol": 189.7}